DFT (the ωB97M-V functional and the def2-TZVPD basis) results for a structure of composition C11H18Cl18F18NO4P2S2V at a distorted geometry.

Calculated values
net charge = -2
LUMO level (spin up / spin down) = 3.2 / 3.2 eV
2S+1 = 5
expectation value of S² = 6.003
Kohn-Sham gap (spin up / spin down) = 3.50 / 9.05 eV
E_HOMO (spin up / spin down) = -0.31 / -5.86 eV

Element x y z (Å)
V -0.125 2.554 -1.309
Cl -0.398 -0.802 -5.399
Cl 4.550 1.889 4.728
Cl -6.741 -0.598 5.215
Cl -2.442 0.681 -3.994
Cl 6.864 -2.393 0.413
Cl 2.201 -2.653 3.405
Cl -5.900 -3.933 -1.925
Cl 0.592 -3.596 5.597
Cl 1.510 -3.740 -4.427
Cl 6.661 -0.754 2.987
Cl -1.669 -4.066 0.576
Cl 2.660 -0.043 5.748
Cl 0.495 4.675 5.004
Cl -4.760 -1.208 -2.090
Cl 4.196 -2.735 -5.021
Cl -4.034 0.459 5.040
Cl -1.716 -4.211 -2.390
Cl 0.148 2.311 3.333
S -1.588 0.013 -0.270
S 0.935 -0.596 -0.397
P 1.673 2.361 -3.903
P -1.915 4.895 -1.795
F -1.092 -0.361 2.346
F -1.750 5.923 -3.075
F -2.302 1.412 2.007
F 3.104 0.988 -1.028
F -3.198 -0.555 1.764
F 2.803 0.658 1.105
F 1.256 3.803 -4.352
F -0.341 4.882 -1.466
F -1.632 3.575 -2.747
F 3.150 2.808 -4.364
F 0.139 2.023 -3.483
F 1.308 1.849 -5.397
F -3.526 4.715 -2.198
F -2.280 6.135 -0.849
F 2.224 0.916 -3.531
F -2.049 3.740 -0.666
F 3.652 -0.928 -0.124
F 1.748 2.772 -2.314
O 0.644 -1.460 0.775
O -2.381 0.947 -0.977
O -1.757 -1.383 -0.718
O 1.095 -1.282 -1.688
N 0.066 0.704 -0.406
C -5.455 -0.136 4.096
C -0.275 3.054 4.830
C 2.763 0.069 -0.096
C 2.571 -2.350 -4.579
C 0.593 -2.623 4.094
C -2.066 0.127 1.601
C -1.935 -0.912 -4.577
C 3.333 0.693 4.295
C 6.955 -0.728 1.198
C -4.849 -2.746 -1.179
C -0.872 -4.523 -0.870
H 6.210 -0.141 0.660
H 2.149 -1.692 -5.339
H -1.349 3.137 4.990
H 7.947 -0.333 0.984
H -0.651 -5.589 -0.817
H 0.361 -1.602 4.394
H -5.227 -2.589 -0.168
H 2.542 1.169 3.715
H 0.119 2.384 5.594
H -2.720 -1.249 -5.255
H -1.922 -1.552 -3.695
H -3.838 -3.136 -1.069
H -5.153 -0.898 3.377
H 3.914 -0.065 3.771
H -0.082 -3.075 3.367
H -5.822 0.663 3.453
H 0.037 -3.921 -0.891
H 2.642 -1.825 -3.626

=====

DFT (the ωB97M-V functional and the def2-TZVPD basis) results for a structure of composition C11H18Cl2MnN2O2P at a distorted geometry.

Calculated values
net charge = +2
LUMO level (spin up / spin down) = -10.3 / -9.9 eV
2S+1 = 5
expectation value of S² = 6.209
Kohn-Sham gap (spin up / spin down) = 4.96 / 5.34 eV
E_HOMO (spin up / spin down) = -15.27 / -15.27 eV

Element x y z (Å)
Mn -0.657 -0.478 0.335
Cl 1.405 -1.211 -0.615
Cl 1.264 -4.110 -2.730
P -0.629 1.199 -1.265
O -1.345 -3.999 -2.344
O -3.241 0.442 1.527
N 2.110 1.403 5.539
N 0.317 0.349 1.902
C -2.020 2.391 -1.275
C -0.593 0.572 -2.986
C 1.581 -0.258 3.841
C 0.864 2.028 3.516
C -0.510 -4.376 -3.101
C 0.965 -0.591 2.641
C 0.853 2.273 -1.181
C 0.251 1.650 2.312
C 1.525 1.059 4.295
C -2.230 0.082 1.060
C -0.690 -5.089 -4.409
H -2.959 1.852 -1.424
H -0.231 -4.499 -5.208
H -1.896 3.134 -2.070
H 0.800 3.053 3.859
H -0.170 -6.050 -4.371
H 1.737 1.633 -1.224
H -1.755 -5.233 -4.600
H 2.563 0.679 6.119
H 2.069 -1.028 4.424
H 0.867 2.992 -2.008
H 0.256 -0.110 -3.080
H 0.855 2.809 -0.228
H -1.513 0.016 -3.186
H -2.068 2.900 -0.308
H 0.970 -1.619 2.306
H 2.052 2.363 5.905
H -0.497 1.394 -3.704
H -0.302 2.377 1.736

=====

DFT (the ωB97M-V functional and the def2-TZVPD basis) results for the ion C11H18Cl2NO3 with charge -1 at a distorted geometry.

Calculated values
net charge = -1
LUMO level = 2.7 eV
SMILES = C/C(Cl)=C(/Cl)N[C@H](OC[C@H](C)C(C)C)C(=O)[O-]
Kohn-Sham gap = 7.06 eV
E_HOMO = -4.35 eV

Element x y z (Å)
Cl 2.516 -1.778 1.557
Cl 5.532 -2.543 0.267
O 1.739 3.441 -0.734
O 0.298 3.427 1.190
O 0.411 0.177 -0.003
N 2.788 0.815 0.049
C 5.529 0.082 -1.163
C 1.394 1.061 0.644
C 4.691 -0.898 -0.133
C -4.014 0.925 0.709
C -3.507 -0.568 -1.494
C -1.898 -0.840 0.732
C -1.340 -2.259 0.132
C -0.969 0.471 0.412
C 1.099 2.683 0.385
C -3.431 -0.526 0.160
C 3.332 -0.541 0.441
H -1.447 1.146 -0.445
H -5.195 0.985 0.625
H -2.007 -0.925 1.913
H -0.512 -2.165 -0.689
H -3.677 -1.715 -1.770
H -3.595 1.780 0.018
H -3.621 1.149 1.799
H 6.649 -0.236 -1.327
H 5.548 1.154 -0.672
H -2.508 -0.252 -2.024
H -2.267 -2.809 -0.379
H 2.771 0.857 -0.993
H 1.346 0.843 1.804
H -0.999 1.147 1.396
H -4.109 -1.385 0.584
H 4.937 0.214 -2.191
H -1.030 -2.943 1.051
H -4.454 0.027 -1.851

=====

DFT (the ωB97M-V functional and the def2-TZVPD basis) results for a cluster of 3 separate species, C11H18Cl4F5N4 in total.

Calculated values
net charge = +1
LUMO level = -3.4 eV
relative energy (zero: lowest compared OMol25 entry of this formula, charge and spin) = 0.0 kJ/mol
Kohn-Sham gap = 9.20 eV
E_HOMO = -12.60 eV

Element x y z (Å)
Cl -3.131 -4.907 -3.044
Cl 1.179 3.494 2.650
Cl -6.014 -4.020 -1.478
Cl 1.624 6.115 4.733
F -0.347 -2.118 -1.030
F -1.214 0.462 1.007
F -1.224 -2.732 0.812
F 0.434 -1.399 0.844
F -2.847 -0.937 0.658
N 2.093 0.039 -1.364
N 4.036 -1.212 -0.819
N 1.360 1.011 -0.794
N 3.051 0.536 0.537
C 2.635 4.540 2.758
C 2.882 4.993 4.173
C -1.966 0.082 -1.225
C -0.682 -1.713 0.198
C -0.789 0.618 -2.064
C 0.146 1.605 -1.361
C -4.632 -4.877 -0.752
C -1.674 -0.488 0.148
C 3.118 -0.244 -0.534
C -3.323 -4.421 -1.340
C 1.970 1.292 0.352
H 2.482 5.382 2.090
H -2.689 0.885 -1.093
H -3.233 -3.338 -1.294
H 3.863 -2.169 -0.568
H -0.346 2.104 -0.530
H -2.497 -4.866 -0.787
H 3.834 5.519 4.216
H -2.459 -0.713 -1.782
H -4.781 -5.943 -0.898
H -1.227 1.166 -2.896
H 4.888 -0.994 -1.302
H 1.596 2.042 1.048
H -4.646 -4.662 0.315
H 1.940 -0.410 -2.255
H 0.451 2.382 -2.061
H 2.915 4.152 4.860
H 3.479 3.951 2.402
H -0.252 -0.206 -2.528

=====

DFT (the ωB97M-V functional and the def2-TZVPD basis) results for a structure of composition C11H18ClIN2O2PPb at a distorted geometry.

Calculated values
net charge = +3
LUMO level (spin up / spin down) = -12.3 / -12.5 eV
Kohn-Sham gap (spin up / spin down) = 5.73 / 5.53 eV
E_HOMO (spin up / spin down) = -18.02 / -17.99 eV

Element x y z (Å)
Pb -1.494 0.783 -1.386
I -0.933 2.852 -3.200
Cl 0.459 2.020 -0.307
P 1.194 -0.947 -1.328
O -3.550 0.527 -3.507
O -0.822 -2.752 1.159
N 0.035 0.001 6.371
N -0.155 0.284 2.234
C 0.717 -0.543 2.810
C -3.641 2.457 -5.092
C 2.852 -0.242 -1.000
C 1.650 -2.723 -1.327
C -0.862 1.128 3.000
C 0.850 -0.656 4.197
C -0.672 -1.836 0.492
C -0.818 1.098 4.396
C -3.289 1.561 -4.031
C 0.016 0.150 5.024
C 1.166 -0.723 -3.136
H 2.002 -3.038 -0.331
H 3.250 -0.604 -0.041
H 0.770 -3.327 -1.601
H -2.749 2.573 -5.720
H 1.363 -1.138 2.146
H 2.109 -1.141 -3.507
H 0.622 -0.680 6.823
H 1.565 -1.367 4.627
H 2.758 0.851 -0.965
H -1.421 1.778 4.979
H -0.518 0.583 6.966
H -3.875 3.428 -4.644
H 2.448 -2.879 -2.070
H 0.325 -1.268 -3.574
H 1.088 0.339 -3.383
H -4.483 2.132 -5.723
H 3.519 -0.545 -1.822
H -1.478 1.864 2.470

=====

DFT (the ωB97M-V functional and the def2-TZVPD basis) results for a structure of composition C11H18ClNNiO3Se2Te2.

Calculated values
LUMO level (spin up / spin down) = 0.2 / 0.1 eV
2S+1 = 3
expectation value of S² = 2.007
Kohn-Sham gap (spin up / spin down) = 6.60 / 6.41 eV
E_HOMO (spin up / spin down) = -6.38 / -6.35 eV

Element x y z (Å)
Te -1.586 0.669 -4.248
Te -2.757 -1.703 -3.722
Se -1.857 1.502 -1.904
Se -1.221 -2.373 -1.854
Ni -0.670 -0.233 -0.716
Cl 3.038 2.782 -3.782
O -1.111 1.335 1.121
O -1.416 -1.536 1.147
O 0.968 -0.288 1.054
N 1.165 -0.001 -1.714
C 1.191 1.049 1.496
C 0.727 -1.265 2.064
C -2.375 1.901 1.459
C 1.507 1.144 -2.300
C 2.666 1.259 -3.046
C -0.073 1.713 1.995
C 3.129 -1.019 -2.593
C 1.962 -1.064 -1.854
C 3.492 0.167 -3.210
C -0.743 -1.405 2.377
C -2.791 -1.889 1.289
H 1.579 1.573 0.625
H -1.143 -0.558 2.944
H 1.295 -1.032 2.969
H 1.631 -1.980 -1.388
H 0.069 2.799 1.990
H 1.096 -2.204 1.654
H -3.312 -1.123 1.872
H 4.390 0.245 -3.809
H 1.956 1.060 2.277
H -2.650 1.611 2.478
H -0.320 1.412 3.019
H -0.878 -2.309 2.982
H -3.100 1.521 0.744
H -2.878 -2.855 1.791
H -2.337 2.989 1.383
H -3.198 -1.958 0.285
H 0.819 1.971 -2.181
H 3.734 -1.910 -2.695

=====

Please write out number 5 again, unchanged.
DFT (the ωB97M-V functional and the def2-TZVPD basis) results for a structure of composition C11H18ClIN2O2PPb at a distorted geometry.

Calculated values
net charge = +3
LUMO level (spin up / spin down) = -12.3 / -12.5 eV
Kohn-Sham gap (spin up / spin down) = 5.73 / 5.53 eV
E_HOMO (spin up / spin down) = -18.02 / -17.99 eV

Element x y z (Å)
Pb -1.494 0.783 -1.386
I -0.933 2.852 -3.200
Cl 0.459 2.020 -0.307
P 1.194 -0.947 -1.328
O -3.550 0.527 -3.507
O -0.822 -2.752 1.159
N 0.035 0.001 6.371
N -0.155 0.284 2.234
C 0.717 -0.543 2.810
C -3.641 2.457 -5.092
C 2.852 -0.242 -1.000
C 1.650 -2.723 -1.327
C -0.862 1.128 3.000
C 0.850 -0.656 4.197
C -0.672 -1.836 0.492
C -0.818 1.098 4.396
C -3.289 1.561 -4.031
C 0.016 0.150 5.024
C 1.166 -0.723 -3.136
H 2.002 -3.038 -0.331
H 3.250 -0.604 -0.041
H 0.770 -3.327 -1.601
H -2.749 2.573 -5.720
H 1.363 -1.138 2.146
H 2.109 -1.141 -3.507
H 0.622 -0.680 6.823
H 1.565 -1.367 4.627
H 2.758 0.851 -0.965
H -1.421 1.778 4.979
H -0.518 0.583 6.966
H -3.875 3.428 -4.644
H 2.448 -2.879 -2.070
H 0.325 -1.268 -3.574
H 1.088 0.339 -3.383
H -4.483 2.132 -5.723
H 3.519 -0.545 -1.822
H -1.478 1.864 2.470